1.
This record from the Open Molecules 2025 dataset describes a structure of composition C50H47As2Cl3GeN4O5Rb. The level of theory is the ωB97M-V functional and the def2-TZVPD basis.

Summary:
⟨S²⟩: 0.755
2S+1: 2
Relative energy (zero: lowest compared OMol25 entry of this formula, charge and spin), kcal per mole: 21.7

Last column: Mulliken charge in e.
Positions of all 113 atoms, in Å:
Rb1 0.164 2.323 -1.007  0.765
O1 4.824 1.124 -0.347  -0.585
C1 3.687 1.626 0.152  0.091
O2 2.793 0.940 0.575  0.229
C2 3.640 3.116 0.169  0.204
C3 4.741 3.932 -0.047  -0.867
C4 4.556 5.307 0.034  -0.549
C5 3.293 5.807 0.299  -0.756
C6 2.255 4.900 0.498  0.645
N1 2.432 3.592 0.444  0.536
C7 0.806 5.357 0.648  -0.133
O3 0.526 6.527 0.321  -0.805
O4 -0.032 4.469 0.958  -0.290
H1 4.760 0.159 -0.331  0.366
H2 5.706 3.500 -0.273  0.550
H3 5.390 5.977 -0.127  0.430
H4 3.087 6.867 0.340  0.532
C8 -0.451 1.360 1.575  2.413
C9 -1.639 0.543 2.071  -0.825
As1 -2.879 0.232 0.562  0.905
C10 -4.327 -0.672 1.535  -0.153
C11 -4.424 -0.773 2.917  0.072
C12 -5.490 -1.445 3.503  -0.800
C13 -6.473 -2.020 2.713  -0.432
C14 -6.390 -1.918 1.330  -0.663
C15 -5.328 -1.245 0.751  -0.528
C16 -2.081 -1.444 -0.092  0.049
C17 -2.063 -2.597 0.690  -0.162
C18 -1.690 -3.815 0.146  -1.204
C19 -1.335 -3.896 -1.194  -0.549
C20 -1.313 -2.751 -1.973  -0.452
C21 -1.674 -1.530 -1.418  -0.099
As2 0.888 2.065 2.868  0.585
C22 -0.362 2.366 4.355  0.221
C23 -1.479 3.171 4.127  -0.596
C24 -2.388 3.431 5.141  -0.757
C25 -2.183 2.904 6.409  -0.521
C26 -1.056 2.135 6.659  -0.696
C27 -0.151 1.872 5.639  -0.339
C28 1.675 0.381 3.546  0.018
C29 3.065 0.290 3.559  -0.913
C30 3.709 -0.862 3.987  -0.669
C31 2.964 -1.952 4.415  -0.480
C32 1.578 -1.869 4.436  -0.970
C33 0.943 -0.710 4.012  0.151
H5 -0.828 2.266 1.095  -0.619
H6 0.105 0.798 0.817  -1.522
H7 -2.178 1.083 2.848  0.479
H8 -1.339 -0.432 2.453  0.424
H9 -3.669 -0.328 3.556  0.280
H10 -5.550 -1.524 4.581  0.406
H11 -7.304 -2.542 3.171  0.362
H12 -7.155 -2.364 0.706  0.390
H13 -5.260 -1.163 -0.329  0.455
H14 -2.390 -2.560 1.724  0.513
H15 -1.712 -4.708 0.761  0.447
H16 -1.095 -4.855 -1.640  0.522
H17 -1.045 -2.809 -3.021  0.526
H18 -1.679 -0.641 -2.033  0.299
H19 -1.632 3.605 3.143  0.480
H20 -3.257 4.047 4.945  0.432
H21 -2.890 3.105 7.203  0.401
H22 -0.877 1.738 7.651  0.406
H23 0.727 1.273 5.847  0.458
H24 3.647 1.145 3.236  0.484
H25 4.791 -0.909 3.995  0.433
H26 3.461 -2.856 4.746  0.388
H27 0.990 -2.706 4.792  0.423
H28 -0.135 -0.645 4.086  0.508
Cl1 -2.719 3.547 -0.530  -0.317
Ge1 -1.601 5.552 -0.567  0.723
Cl2 -0.233 4.926 -2.242  -0.376
Cl3 -2.985 6.885 -1.783  -0.409
C34 2.276 -4.725 -1.969  -1.247
N2 2.323 -3.376 -1.435  0.004
N3 2.106 -2.260 -2.233  1.377
C35 1.645 -1.200 -1.445  -0.300
O5 1.434 -0.072 -1.899  -0.517
C36 1.582 -1.736 -0.116  -0.344
C37 1.954 -3.042 -0.167  0.731
C38 1.999 -4.052 0.922  -1.656
C39 2.578 -2.182 -3.555  -0.209
C40 1.889 -1.405 -4.482  0.000
C41 2.345 -1.333 -5.788  -0.664
C42 3.477 -2.030 -6.187  -0.662
C43 4.179 -2.776 -5.253  -0.604
C44 3.744 -2.843 -3.939  -0.343
H29 1.988 -4.694 -3.016  0.418
H30 1.538 -5.315 -1.426  0.399
H31 3.248 -5.215 -1.888  0.356
H32 1.306 -1.179 0.761  0.226
H33 1.969 -3.548 1.885  0.113
H34 2.909 -4.651 0.862  0.423
H35 1.140 -4.725 0.861  0.350
H36 1.015 -0.854 -4.168  0.509
H37 1.808 -0.725 -6.505  0.348
H38 3.814 -1.982 -7.214  0.416
H39 5.084 -3.296 -5.538  0.395
H40 4.322 -3.392 -3.208  0.456
N4 -1.202 2.384 -4.072  -0.355
C45 -1.845 1.231 -4.517  0.665
C46 -1.270 0.422 -5.499  -0.304
C47 -1.907 -0.735 -5.919  -0.383
C48 -3.131 -1.101 -5.377  -0.763
C49 -3.712 -0.294 -4.409  -0.450
C50 -3.080 0.860 -3.979  -0.486
H41 -0.581 2.813 -4.738  0.193
H42 -1.810 3.060 -3.632  0.238
H43 -0.315 0.710 -5.927  0.262
H44 -1.446 -1.358 -6.675  0.358
H45 -3.629 -2.003 -5.706  0.407
H46 -4.669 -0.568 -3.982  0.378
H47 -3.535 1.483 -3.215  0.300

---

2.
This record from the Open Molecules 2025 dataset describes a cluster of 10 separate species, C75H117N17O4P in total. The level of theory is the ωB97M-V functional and the def2-TZVPD basis.

Summary:
⟨S²⟩: 0.761
2S+1: 2
E, eV: -122351.869
Net charge: +10

Last column: Mulliken charge in e.
Positions of all 214 atoms, in Å:
P1 -0.564 0.078 -0.418  -0.275
O1 -1.113 0.850 0.824  -0.608
O2 -1.622 0.505 -1.464  -0.043
O3 -0.690 -1.495 -0.175  0.442
O4 0.825 0.581 -0.972  0.415
C1 -1.494 -9.204 -1.032  -1.341
C2 -1.970 -7.678 -1.103  -0.581
C3 -1.528 -6.856 0.142  -0.383
N1 -1.332 -5.292 -0.026  0.676
C4 -0.772 -4.743 1.364  0.179
C5 0.604 -5.227 1.737  -1.459
C6 1.581 -4.675 0.692  0.365
C7 1.139 -5.184 -0.767  -1.519
C8 -0.334 -4.822 -1.171  0.687
C9 -2.655 -4.529 -0.321  -0.869
H1 -0.457 -9.418 -0.774  0.388
H2 -1.669 -9.693 -1.990  0.417
H3 -2.132 -9.759 -0.345  0.378
H4 -3.034 -7.550 -1.301  0.425
H5 -1.608 -7.223 -2.026  0.140
H6 -0.572 -7.303 0.414  0.163
H7 -2.122 -6.993 1.046  0.512
H8 -1.574 -5.083 2.019  1.019
H9 -0.760 -3.656 1.281  -0.878
H10 0.572 -6.315 1.680  0.365
H11 0.898 -4.938 2.746  0.570
H12 2.609 -5.002 0.847  0.601
H13 1.564 -3.587 0.738  -0.512
H14 1.260 -6.245 -0.984  0.427
H15 1.692 -4.536 -1.448  0.588
H16 -0.817 -5.087 -2.112  0.460
H17 -0.575 -3.761 -1.233  -0.648
H18 -2.932 -4.791 -1.342  0.429
H19 -2.758 -3.477 -0.052  -0.244
H20 -3.421 -5.079 0.226  0.557
C10 6.605 0.713 7.596  -0.820
N2 6.156 0.448 6.251  -0.055
C11 5.364 -0.623 6.038  -0.603
C12 4.810 -0.872 4.785  -0.605
C13 5.017 0.017 3.721  0.384
C14 5.789 1.147 4.008  -0.990
C15 6.406 1.325 5.271  -0.243
C16 4.471 -0.267 2.420  0.673
C17 5.349 -0.196 1.316  -0.854
C18 4.879 -0.430 -0.017  -0.541
N3 3.567 -0.794 -0.232  0.437
C19 2.729 -0.923 0.864  0.401
C20 3.131 -0.648 2.149  -0.977
C21 3.112 -1.254 -1.618  -0.618
H21 7.338 -0.082 7.735  0.398
H22 5.757 0.634 8.276  0.353
H23 7.099 1.684 7.622  0.335
H24 5.218 -1.333 6.838  0.530
H25 4.233 -1.762 4.582  0.684
H26 5.923 1.862 3.210  0.680
H27 7.045 2.183 5.415  0.533
H28 6.387 -0.016 1.555  0.818
H29 5.582 -0.559 -0.826  0.635
H30 1.692 -1.012 0.576  -0.591
H31 2.390 -0.841 2.910  0.726
H32 2.188 -1.818 -1.494  -0.209
H33 3.879 -1.953 -1.950  0.704
H34 3.111 -0.358 -2.239  0.231
C22 -1.871 -5.323 9.756  -0.954
N4 -2.011 -4.756 8.410  0.034
C23 -1.174 -3.763 8.003  -0.387
C24 -1.406 -3.145 6.738  -0.578
C25 -2.510 -3.652 5.926  0.473
C26 -3.366 -4.634 6.408  -0.756
C27 -3.098 -5.192 7.649  -0.365
C28 -2.757 -2.999 4.628  0.919
C29 -3.994 -2.482 4.365  -0.798
C30 -4.243 -1.718 3.213  -0.362
N5 -3.276 -1.464 2.354  0.659
C31 -1.954 -1.897 2.629  0.077
C32 -1.741 -2.668 3.762  -0.700
C33 -3.580 -0.557 1.219  -0.665
H35 -2.379 -4.707 10.499  0.359
H36 -0.826 -5.557 9.960  0.419
H37 -2.314 -6.318 9.751  0.373
H38 -0.408 -3.331 8.629  0.463
H39 -0.754 -2.360 6.385  0.467
H40 -4.175 -4.932 5.759  0.587
H41 -3.775 -5.933 8.047  0.471
H42 -4.763 -2.626 5.110  0.762
H43 -5.199 -1.333 2.889  0.573
H44 -1.179 -1.621 1.929  -0.507
H45 -0.718 -3.005 3.843  0.813
H46 -3.061 -0.925 0.334  -0.541
H47 -3.322 0.491 1.375  0.242
H48 -4.602 -0.686 0.864  0.726
C34 3.071 2.949 -1.536  -0.621
N6 2.942 3.136 -2.969  0.051
C35 1.805 2.615 -3.550  0.679
C36 1.784 2.694 -4.943  -0.886
C37 2.897 3.192 -5.718  0.659
C38 4.019 3.609 -5.022  -0.773
C39 4.011 3.613 -3.659  -0.477
C40 2.894 3.452 -7.211  0.687
C41 1.740 3.967 -7.807  -0.657
C42 1.721 4.174 -9.177  -0.536
N7 2.746 3.868 -9.967  0.011
C43 3.795 3.277 -9.495  -0.222
C44 3.894 3.039 -8.079  -0.609
C45 2.528 3.952 -11.426  -0.882
H49 3.616 3.753 -1.042  0.660
H50 3.460 1.937 -1.428  0.415
H51 2.081 3.008 -1.083  -0.457
H52 0.984 2.205 -2.982  0.117
H53 0.821 2.532 -5.405  0.531
H54 4.842 4.092 -5.528  0.606
H55 4.854 3.838 -3.022  0.485
H56 0.977 4.350 -7.145  0.600
H57 0.957 4.772 -9.651  0.476
H58 4.627 2.878 -10.056  0.438
H59 4.746 2.530 -7.652  0.493
H60 3.443 3.647 -11.934  0.336
H61 2.294 4.957 -11.776  0.366
H62 1.713 3.286 -11.708  0.396
C46 -6.078 1.989 -0.693  -0.923
C47 -5.483 3.085 0.230  -0.470
N8 -4.270 3.783 -0.253  0.236
C48 -4.026 5.156 -0.470  -0.733
C49 -2.817 5.341 -1.089  -0.480
N9 -2.170 4.084 -1.037  0.385
C50 -3.111 3.175 -0.521  -0.632
C51 -0.805 3.791 -1.474  0.350
H63 -5.380 1.231 -1.047  -0.035
H64 -6.515 2.478 -1.564  0.465
H65 -6.938 1.675 -0.101  0.465
H66 -5.131 2.638 1.160  0.230
H67 -6.182 3.873 0.512  0.532
H68 -4.850 5.777 -0.151  0.598
H69 -2.320 6.163 -1.581  0.620
H70 -2.960 2.124 -0.325  0.224
H71 -0.287 4.722 -1.701  0.477
H72 -0.845 3.124 -2.335  -0.214
H73 -0.505 3.223 -0.593  -0.379
C52 3.579 5.622 4.306  -1.017
C53 4.102 4.233 3.800  -0.761
N10 2.946 3.465 3.178  0.671
C54 2.589 3.336 1.825  -1.903
C55 1.547 2.355 1.810  1.811
N11 1.209 1.942 3.073  1.274
C56 2.120 2.661 3.914  -1.159
C57 0.204 1.078 3.571  -1.232
H74 4.452 6.067 4.783  0.431
H75 2.629 5.519 4.831  0.274
H76 3.326 6.080 3.350  0.365
H77 4.464 3.619 4.624  0.182
H78 4.911 4.210 3.070  0.546
H79 3.119 3.980 1.138  0.613
H80 1.030 1.984 0.937  -0.953
H81 2.051 2.579 4.988  0.603
H82 0.025 0.374 2.758  0.052
H83 -0.656 1.545 4.050  0.163
H84 0.669 0.496 4.367  0.569
C58 -2.787 -4.529 -6.724  -1.018
C59 -3.534 -4.869 -5.392  -0.484
N12 -3.446 -3.860 -4.401  0.259
C60 -2.299 -3.439 -3.775  -1.410
C61 -2.572 -2.481 -2.791  0.714
N13 -3.942 -2.305 -2.853  0.449
C62 -4.410 -3.002 -3.926  -0.350
C63 -4.738 -1.358 -2.119  -0.615
H85 -1.755 -4.283 -6.474  0.279
H86 -3.149 -3.640 -7.239  0.317
H87 -2.837 -5.337 -7.454  0.422
H88 -3.184 -5.710 -4.793  0.330
H89 -4.578 -5.038 -5.655  0.402
H90 -1.365 -3.890 -4.078  0.742
H91 -1.943 -1.843 -2.189  -0.486
H92 -5.474 -3.051 -4.102  0.579
H93 -4.151 -0.482 -1.840  -0.334
H94 -4.937 -1.883 -1.185  0.458
H95 -5.672 -1.023 -2.569  0.536
C64 -2.042 3.981 2.940  -0.143
C65 -1.073 5.028 2.472  0.244
N14 -1.107 6.116 3.422  0.361
C66 -1.480 7.383 3.267  -0.049
C67 -1.103 8.128 4.416  -0.673
N15 -0.523 7.276 5.354  0.140
C68 -0.503 6.061 4.700  -0.622
C69 -0.099 7.594 6.626  -0.693
H96 -1.927 3.582 3.948  0.418
H97 -1.888 3.140 2.264  -0.412
H98 -3.074 4.295 2.790  0.424
H99 -1.183 5.467 1.480  0.273
H100 -0.052 4.647 2.460  -0.585
H101 -1.912 7.793 2.366  0.470
H102 -1.234 9.167 4.681  0.486
H103 -0.123 5.121 5.072  0.512
H104 -0.684 8.420 7.032  0.343
H105 0.935 7.936 6.675  0.330
H106 -0.161 6.687 7.227  0.328
C70 2.702 -1.150 -5.991  -1.204
C71 1.593 -1.505 -4.941  0.204
N16 0.295 -0.870 -5.194  0.801
C72 -0.439 -1.030 -6.404  -0.624
C73 -1.639 -0.435 -6.266  -0.801
N17 -1.701 0.117 -4.947  0.411
C74 -0.540 -0.297 -4.283  0.133
C75 -2.723 0.914 -4.350  0.070
H107 2.358 -1.273 -7.018  0.401
H108 3.694 -1.587 -5.874  0.471
H109 3.036 -0.114 -6.054  0.155
H110 1.937 -1.033 -4.020  -0.567
H111 1.418 -2.545 -4.669  0.361
H112 -0.108 -1.637 -7.234  0.607
H113 -2.530 -0.478 -6.874  0.624
H114 -0.275 -0.083 -3.258  -0.298
H115 -2.295 1.571 -3.592  -0.383
H116 -3.438 0.300 -3.802  -0.093
H117 -3.253 1.447 -5.139  0.597

---

It is found that the largest force on an atom values, taken in the order of the records, are 1.6, 7.6 eV Å⁻¹.